Record 1
Formula: C5H9NO
Source: OMol25
Level of theory: ωB97M-V/def2-TZVPD

Values from the calculation:
Frontier orbital gap: 10.28 eV
Net charge: 0
Energy relative to the best compared isomer or geometry (same formula, charge and spin): 98.6 kcal per mole
F_max: 0.081 Eh/bohr
Total energy: -8864.9375 eV
Spin multiplicity: 1
Highest occupied orbital energy: -9.38 eV

```
16
Properties=species:S:1:pos:R:3:nbo_charge:R:1
C -1.101 -0.321 1.268 -0.6299
C -0.022 -0.064 -0.263 -0.1064
C -0.096 -1.188 -1.218 -0.6857
C -0.213 1.382 -0.673 -0.0642
O 1.083 1.673 -0.072 -0.5025
C 1.286 0.345 0.250 0.5609
N 2.238 -0.279 0.774 -0.6912
H -0.861 0.493 1.962 0.2110
H -2.176 -0.285 1.004 0.2034
H -0.867 -1.287 1.746 0.2192
H 0.440 -2.109 -1.043 0.2428
H -1.075 -1.160 -0.592 0.2834
H -0.405 -1.073 -2.244 0.2292
H -1.020 1.922 -0.173 0.1875
H -0.212 1.603 -1.743 0.1880
H 3.001 0.351 1.018 0.3543
```



Record 2
Formula: C23H43FN5O2
Source: OMol25
Level of theory: ωB97M-V/def2-TZVPD

Values from the calculation:
Frontier orbital gap (alpha / beta): 5.40 / 6.01 eV
Net charge: +1
F_max: 0.113 Eh/bohr
Total energy: -38792.2618 eV
Spin multiplicity: 3
Highest occupied orbital energy (alpha / beta): -11.07 / -11.67 eV

```
74
Properties=species:S:1:pos:R:3:mulliken_spin:R:1
N -1.811 1.333 1.701 -0.0001
C -1.984 -0.060 2.334 0.0032
N -2.266 -0.990 1.130 0.0001
C -1.145 -1.951 0.828 0.0001
C -1.362 -2.992 -0.464 0.0001
F -0.345 -4.000 -0.888 0.0004
C -2.812 -2.833 -1.284 0.0006
C -3.799 -1.639 -0.652 -0.0001
N -3.476 -0.800 0.536 0.0001
H -1.388 1.126 0.748 -0.0003
H -2.793 1.668 1.463 -0.0001
H -2.884 -0.086 3.116 0.0007
H -0.980 -0.374 2.857 -0.0034
H -0.117 -1.991 1.425 -0.0003
H -3.106 -3.504 -2.203 -0.0001
H -4.836 -1.462 -1.203 0.0000
C -0.312 4.629 6.260 0.0136
C 0.119 3.145 6.439 0.0254
C 1.340 3.108 7.394 0.0186
C 2.610 3.641 6.729 -0.0160
C 2.900 2.903 5.426 0.0187
C 1.695 2.844 4.445 0.0215
N 0.405 2.485 5.118 0.2917
O 0.430 1.092 5.345 0.6311
C 1.520 4.197 3.706 0.0153
C 2.073 1.867 3.279 -0.0183
C -1.130 2.509 7.133 -0.0069
H -0.729 5.025 7.194 0.0003
H 0.510 5.303 6.025 0.0007
H -1.081 4.733 5.488 -0.0066
H 1.524 2.083 7.740 0.0022
H 1.135 3.698 8.297 0.0014
H 2.530 4.716 6.539 0.0007
H 3.459 3.519 7.412 0.0020
H 3.762 3.366 4.936 0.0014
H 3.212 1.879 5.682 0.0031
H 0.626 4.184 3.074 -0.0063
H 2.376 4.400 3.049 0.0004
H 1.459 5.061 4.362 0.0014
H 2.344 0.867 3.634 0.0015
H 2.943 2.238 2.723 -0.0002
H 1.247 1.766 2.564 0.0032
H -2.001 2.543 6.467 0.0008
H -1.395 3.053 8.048 0.0001
H -0.972 1.466 7.434 -0.0009
C -1.321 -3.725 -7.019 0.0138
C -0.985 -2.258 -6.627 0.0204
C 0.153 -1.758 -7.554 0.0192
C 1.499 -2.404 -7.219 -0.0168
C 1.852 -2.206 -5.749 0.0159
C 0.727 -2.627 -4.760 0.0217
N -0.629 -2.139 -5.170 0.2653
O -0.695 -0.769 -4.836 0.6540
C 0.684 -4.169 -4.601 0.0201
C 1.146 -2.149 -3.327 -0.0160
C -2.316 -1.504 -6.950 -0.0069
H -1.790 -3.761 -8.011 0.0006
H -0.448 -4.370 -7.111 0.0008
H -2.020 -4.180 -6.310 -0.0062
H 0.255 -0.667 -7.482 0.0014
H -0.092 -1.968 -8.604 0.0022
H 1.490 -3.471 -7.460 0.0009
H 2.283 -1.960 -7.844 0.0019
H 2.773 -2.753 -5.525 0.0019
H 2.088 -1.141 -5.601 0.0032
H -0.157 -4.473 -3.968 -0.0086
H 1.599 -4.541 -4.122 0.0003
H 0.615 -4.715 -5.538 0.0024
H 1.335 -1.071 -3.277 0.0005
H 2.076 -2.636 -3.007 0.0000
H 0.375 -2.398 -2.587 0.0061
H -3.129 -1.863 -6.305 0.0003
H -2.625 -1.672 -7.989 0.0001
H -2.238 -0.418 -6.827 0.0003
```



Record 3
Formula: C5H7NO
Source: OMol25
Level of theory: ωB97M-V/def2-TZVPD

Values from the calculation:
Frontier orbital gap: 8.81 eV
Net charge: 0
SMILES: CC1=CCON=C1
Energy relative to the best compared isomer or geometry (same formula, charge and spin): 92.5 kcal per mole
F_max: 0.129 Eh/bohr
Total energy: -8832.1911 eV
Spin multiplicity: 1
Highest occupied orbital energy: -8.34 eV

```
14
Properties=species:S:1:pos:R:3:nbo_charge:R:1
C -0.309 -0.678 1.197 -0.0541
C 1.835 0.834 0.194 -0.1097
C 0.456 0.565 -0.560 -0.1595
C -0.630 -0.222 -0.117 -0.0843
C -1.869 -0.411 -0.886 -0.6402
N 0.803 -0.595 1.850 -0.0636
O 1.885 0.153 1.488 -0.3494
H -0.886 -1.454 1.659 0.1997
H 2.526 0.318 -0.395 0.1792
H 2.110 1.846 0.231 0.1888
H 0.433 1.082 -1.525 0.1942
H -1.492 -0.571 -1.967 0.2381
H -2.496 0.496 -0.779 0.2372
H -2.365 -1.362 -0.391 0.2236
```



Record 4
Formula: C3H9NO3
Source: OMol25
Level of theory: ωB97M-V/def2-TZVPD

Values from the calculation:
Frontier orbital gap: 10.70 eV
Net charge: 0
SMILES: C[C@](O)(CO)ON
Energy relative to the best compared isomer or geometry (same formula, charge and spin): 94.5 kcal per mole
F_max: 0.088 Eh/bohr
Total energy: -10886.4816 eV
Spin multiplicity: 1
Highest occupied orbital energy: -9.92 eV

```
16
Properties=species:S:1:pos:R:3:nbo_charge:R:1
C 0.775 -1.343 -0.106 -0.6486
C -1.367 -0.265 -0.395 -0.1078
C 0.040 -0.025 0.092 0.4460
N 1.721 1.748 -0.095 -0.4708
O -2.380 0.649 0.098 -0.7183
O -0.196 0.133 1.492 -0.7306
O 0.589 1.069 -0.588 -0.4197
H 1.875 -1.278 0.430 0.2165
H 0.868 -1.388 -1.134 0.2100
H 0.252 -2.275 0.381 0.2320
H -1.385 -0.324 -1.522 0.1778
H -1.520 -1.194 -0.031 0.1846
H 2.531 1.166 -0.331 0.3190
H 1.656 1.603 0.869 0.3356
H -2.338 1.358 -0.614 0.4880
H -1.120 0.367 1.454 0.4863
```



Record 5
Formula: C12H31NO4PS
Source: OMol25
Level of theory: ωB97M-V/def2-TZVPD

Values from the calculation:
Frontier orbital gap: 5.25 eV
Net charge: -1
F_max: 0.010 Eh/bohr
Total energy: -42746.4666 eV
Spin multiplicity: 1
Highest occupied orbital energy: -3.42 eV

```
50
Properties=species:S:1:pos:R:3:nbo_charge:R:1
C -1.058 -1.436 2.976 -0.2377
O -1.854 -1.924 1.924 -0.5611
C -2.477 -0.949 1.112 -0.0508
C -2.492 -1.412 -0.332 -0.4098
C -1.071 -1.644 -0.870 -0.4059
C -0.934 -1.272 -2.344 -0.3960
C 0.433 -1.646 -2.932 -0.4008
C 1.211 -0.471 -3.552 -0.3914
C 1.252 0.826 -2.741 -0.7282
P 2.236 0.740 -1.091 1.0350
O 0.800 1.248 -0.174 -1.0757
C 2.832 2.580 -1.293 -0.7345
C 1.764 3.648 -1.562 -0.4282
C 2.062 4.492 -2.804 -0.4847
S 0.612 5.392 -3.459 -0.0931
H -0.746 -0.404 2.816 0.1799
H -0.160 -2.050 3.044 0.1827
H -1.582 -1.490 3.935 0.1501
H -1.929 -0.003 1.160 0.1795
H -3.498 -0.770 1.473 0.1476
H -3.078 -2.330 -0.406 0.1881
H -2.984 -0.629 -0.914 0.1978
H -0.379 -1.022 -0.301 0.2427
H -0.800 -2.690 -0.732 0.1874
H -1.118 -0.203 -2.436 0.2052
H -1.732 -1.775 -2.904 0.1753
H 0.299 -2.414 -3.699 0.1799
H 1.053 -2.090 -2.156 0.2125
H 2.240 -0.784 -3.752 0.1961
H 0.771 -0.252 -4.534 0.1733
H 0.248 1.212 -2.567 0.1981
H 1.755 1.578 -3.357 0.1865
H 3.011 0.652 0.174 -0.2096
H 1.843 -0.643 -0.889 -0.1799
H 3.417 0.265 -1.830 -0.1885
H 1.100 1.657 0.633 0.4526
H 3.579 2.583 -2.093 0.1874
H 3.371 2.827 -0.373 0.1928
H 0.783 3.198 -1.690 0.2266
H 1.699 4.342 -0.719 0.1826
H 2.369 3.847 -3.626 0.2124
H 2.853 5.214 -2.612 0.1950
H 0.132 5.792 -2.279 0.1089
C -2.405 -3.748 6.740 -0.4857
N -2.065 -2.311 6.932 0.5352
O -0.998 -1.927 6.511 -0.3602
O -2.895 -1.623 7.488 -0.3874
H -1.579 -4.226 6.228 0.2334
H -2.572 -4.173 7.725 0.2275
H -3.316 -3.785 6.151 0.2370
```



Record 6
Formula: C29H37BBaN10O3
Source: OMol25
Level of theory: ωB97M-V/def2-TZVPD

Values from the calculation:
Frontier orbital gap: 6.89 eV
Net charge: 0
Energy relative to the best compared isomer or geometry (same formula, charge and spin): 61.7 kcal per mole
F_max: 0.045 Eh/bohr
Total energy: -53089.9585 eV
Spin multiplicity: 1
Highest occupied orbital energy: -6.82 eV

```
81
Properties=species:S:1:pos:R:3:mulliken_charge:R:1
Ba 0.611 -0.938 0.084 2.9542
C -0.819 -0.191 -5.251 -1.0620
C 0.229 -0.774 -4.523 -0.3569
N 0.092 -0.562 -3.222 -0.6253
N -1.037 0.171 -3.081 0.6611
C -1.611 0.383 -4.282 -0.3815
B -1.488 0.423 -1.632 2.4445
N -2.148 1.796 -1.391 0.7213
C -2.579 2.783 -2.204 -0.1325
C -3.020 3.826 -1.417 -1.1690
C -2.798 3.373 -0.106 -0.3976
N -2.272 2.158 -0.097 -0.9698
N -2.390 -0.747 -1.147 0.8548
C -3.619 -1.099 -1.557 -0.2302
C -3.997 -2.235 -0.871 -1.3410
C -2.902 -2.514 -0.044 -0.5024
N -1.937 -1.619 -0.212 -0.6618
H -0.983 -0.200 -6.314 0.4272
H 1.065 -1.352 -4.888 0.4741
H -2.551 0.900 -4.378 0.4504
H -0.509 0.407 -0.973 -1.9829
H -2.531 2.698 -3.275 0.3768
H -3.442 4.761 -1.743 0.4076
H -3.008 3.873 0.828 0.4763
H -4.143 -0.522 -2.302 0.4432
H -4.920 -2.780 -0.960 0.4612
H -2.765 -3.320 0.660 0.5081
C 5.321 -1.299 -0.810 -1.0684
N 4.687 -0.246 -1.594 0.1575
C 5.448 0.328 -2.692 -0.9559
C 3.462 0.186 -1.262 0.8100
O 2.829 -0.266 -0.311 -0.9545
C 2.829 1.264 -2.143 -0.9605
O 1.514 1.544 -1.756 -0.1644
C 1.208 2.789 -1.183 -1.0221
C 0.973 2.726 0.327 0.6752
O 1.121 1.690 0.961 -0.6398
N 0.584 3.886 0.896 0.2925
C 0.278 3.917 2.316 -0.9894
C 0.385 5.111 0.140 -0.9997
H 5.600 -2.125 -1.465 0.3698
H 4.619 -1.659 -0.065 0.2803
H 6.216 -0.918 -0.316 0.3495
H 6.264 -0.350 -2.933 0.3442
H 5.879 1.297 -2.428 0.2917
H 4.838 0.443 -3.586 0.3565
H 2.779 0.873 -3.164 0.2988
H 3.457 2.161 -2.156 0.4737
H 0.276 3.122 -1.648 0.0208
H 1.978 3.536 -1.409 0.8316
H 0.378 2.915 2.719 0.1535
H -0.748 4.260 2.464 0.3733
H 0.958 4.590 2.842 0.3422
H -0.266 4.953 -0.721 0.3665
H 1.329 5.550 -0.194 0.2876
H -0.107 5.831 0.789 0.3776
C 0.164 -1.039 3.778 -1.6090
N 0.543 -1.720 2.537 -0.1716
C 0.607 -3.008 2.581 -0.3870
C 0.958 -3.837 1.470 0.3493
C 0.981 -5.237 1.441 -0.8497
C 1.363 -5.596 0.148 -0.5464
C 1.555 -4.391 -0.538 -0.9340
N 1.320 -3.323 0.240 -0.2334
C -1.303 -1.191 4.107 0.6236
C -2.268 -0.775 3.191 0.2035
C -3.616 -0.924 3.470 -0.6711
C -4.022 -1.487 4.675 -0.4617
C -3.070 -1.899 5.594 -0.5665
C -1.718 -1.752 5.308 -0.4950
H 0.393 0.022 3.653 0.2291
H 0.770 -1.398 4.617 0.4251
H 0.390 -3.534 3.519 0.3350
H 0.743 -5.894 2.264 0.4498
H 1.482 -6.592 -0.249 0.4214
H 1.855 -4.262 -1.570 0.5008
H -1.966 -0.339 2.246 0.3093
H -4.351 -0.602 2.743 0.4358
H -5.076 -1.605 4.893 0.3767
H -3.378 -2.341 6.534 0.3720
H -0.976 -2.083 6.027 0.3483
```



Record 7
Formula: C30H29F12HgN6O4
Source: OMol25
Level of theory: ωB97M-V/def2-TZVPD

Values from the calculation:
Frontier orbital gap (alpha / beta): 5.21 / 5.99 eV
Net charge: -2
F_max: 0.004 Eh/bohr
Total energy: -85495.4658 eV
Spin multiplicity: 2
Highest occupied orbital energy (alpha / beta): -0.66 / -1.45 eV

```
82
Properties=species:S:1:pos:R:3:mulliken_spin:R:1
Hg 0.185 0.317 -0.098 -0.0072
C -2.874 -0.756 4.434 -0.0001
C -1.989 0.386 4.009 0.0000
C -2.548 1.592 3.590 0.0008
C -1.752 2.624 3.114 -0.0044
C -2.361 3.907 2.612 0.0004
C -0.372 2.444 3.068 0.0074
C 0.214 1.260 3.497 -0.0005
C 1.703 1.064 3.419 -0.0263
C -0.611 0.238 3.962 0.0028
H -3.432 -1.146 3.579 0.0000
H -3.598 -0.441 5.190 0.0000
H -2.284 -1.579 4.839 0.0000
H -3.629 1.707 3.587 0.0000
H -3.402 3.758 2.319 0.0001
H -1.817 4.273 1.741 -0.0001
H -2.333 4.686 3.380 0.0001
H 0.255 3.209 2.623 0.0007
H 2.179 1.314 4.373 -0.0005
H 2.122 1.701 2.640 0.0227
H 1.929 0.027 3.171 0.0035
H -0.165 -0.712 4.234 0.0009
C 1.959 -5.917 -2.408 0.0000
C 1.105 -4.750 -1.984 0.0001
C 0.175 -4.167 -2.840 0.0005
C -0.575 -3.087 -2.431 -0.0013
C -0.455 -2.507 -1.142 0.0009
N -1.172 -1.397 -0.821 0.0010
C -2.439 -1.232 -1.332 -0.0001
C -3.309 -2.352 -1.289 0.0000
C -4.624 -2.304 -1.682 0.0000
C -5.179 -1.110 -2.138 0.0000
C -6.632 -1.006 -2.521 0.0000
C -4.345 -0.007 -2.183 0.0002
C -2.994 -0.020 -1.815 -0.0014
C -2.182 1.298 -1.970 0.0065
O -0.846 1.229 -1.858 -0.0120
C -2.425 1.905 -3.399 -0.0002
F -2.255 0.965 -4.346 -0.0001
F -1.568 2.893 -3.674 0.0002
F -3.663 2.441 -3.616 -0.0001
C -2.711 2.315 -0.906 -0.0020
F -2.136 3.521 -1.026 0.0011
F -2.425 1.853 0.323 0.0027
F -4.051 2.542 -0.915 -0.0003
C 0.502 -3.098 -0.261 -0.0029
C 1.232 -4.195 -0.716 0.0007
C 0.686 -2.566 1.186 0.0115
O 0.836 -1.234 1.361 0.0070
C -0.527 -3.097 2.032 0.0004
F -0.813 -4.401 1.785 0.0000
F -1.641 -2.406 1.800 -0.0001
F -0.301 -3.022 3.366 0.0001
C 1.977 -3.161 1.849 -0.0003
F 2.251 -2.585 3.026 -0.0003
F 3.062 -2.949 1.072 0.0010
F 1.941 -4.499 2.104 0.0000
H 1.529 -6.420 -3.277 0.0000
H 2.049 -6.658 -1.609 0.0000
H 2.974 -5.610 -2.678 0.0000
H 0.043 -4.556 -3.846 0.0000
H -1.274 -2.627 -3.119 -0.0001
H -2.899 -3.276 -0.901 0.0000
H -5.235 -3.201 -1.614 0.0000
H -6.983 -1.920 -3.005 0.0000
H -6.796 -0.177 -3.212 0.0000
H -7.272 -0.833 -1.649 0.0000
H -4.776 0.919 -2.534 0.0000
H 1.939 -4.677 -0.057 0.0000
N 2.271 -1.152 -1.927 -0.0074
N 3.126 -0.210 -2.520 0.0280
C 3.100 1.060 -1.931 0.1902
N 3.967 1.968 -2.524 0.0201
N 2.332 1.257 -0.922 -0.0916
N 2.120 2.490 -0.400 0.4300
O 2.964 3.452 -0.533 0.2177
O 1.200 2.494 0.523 0.1839
H 2.668 -1.608 -1.112 -0.0015
H 1.940 -1.823 -2.604 -0.0031
H 4.085 -0.516 -2.648 0.0120
H 3.823 2.005 -3.525 0.0100
H 3.835 2.869 -2.056 -0.0014
```



Record 8
Formula: C22H20HoN3O2S
Source: OMol25
Level of theory: ωB97M-V/def2-TZVPD

Values from the calculation:
Frontier orbital gap (alpha / beta): 6.80 / 6.81 eV
Net charge: 0
Energy relative to the best compared isomer or geometry (same formula, charge and spin): 14.0 kcal per mole
F_max: 0.039 Eh/bohr
Total energy: -68341.0293 eV
Spin multiplicity: 5
Highest occupied orbital energy (alpha / beta): -7.17 / -7.17 eV

```
49
Properties=species:S:1:pos:R:3:mulliken_spin:R:1
Ho 2.766 3.251 17.106 4.0524
C -0.646 5.414 19.189 -0.0001
C 0.371 4.315 19.020 -0.0033
O 1.370 4.593 18.220 -0.0082
C 0.150 3.053 19.602 0.0023
C 0.857 1.787 19.573 -0.0038
C 0.302 0.609 20.368 -0.0004
N 1.975 1.730 18.880 -0.0045
N 2.723 0.587 19.036 -0.0007
C 3.843 0.654 18.409 -0.0034
O 4.203 1.710 17.689 -0.0031
C 4.825 -0.415 18.457 -0.0015
C 4.441 -1.625 18.965 -0.0001
C 5.386 -2.585 19.226 -0.0001
C 6.716 -2.381 18.849 0.0001
C 7.060 -1.245 18.107 -0.0001
C 6.122 -0.250 17.939 -0.0001
H -0.115 6.327 19.064 0.0000
H -1.151 5.297 20.165 0.0000
H -1.351 5.307 18.371 -0.0001
H -0.784 2.942 20.197 0.0001
H -0.600 0.856 20.972 0.0000
H 1.113 0.209 21.006 0.0000
H 0.034 -0.220 19.722 0.0000
H 3.366 -1.824 19.190 0.0001
H 5.073 -3.501 19.739 0.0000
H 7.504 -3.106 19.046 0.0000
H 8.081 -1.086 17.688 0.0000
H 6.387 0.686 17.453 -0.0003
C 4.652 6.059 16.494 -0.0009
C 4.821 5.134 15.294 -0.0031
C 5.888 5.302 14.381 -0.0005
C 6.007 4.383 13.388 -0.0001
C 5.119 3.331 13.265 -0.0001
C 5.229 2.370 12.232 -0.0008
C 4.314 1.396 12.127 0.0001
C 3.204 1.331 13.010 0.0008
C 3.023 2.219 14.027 0.0015
S 1.536 2.229 15.026 -0.0132
C 4.054 3.248 14.170 -0.0068
N 3.978 4.161 15.190 -0.0032
H 4.116 6.953 16.201 -0.0001
H 5.642 6.241 16.864 -0.0001
H 4.004 5.544 17.183 0.0013
H 6.655 6.073 14.486 0.0000
H 6.789 4.568 12.627 0.0000
H 6.063 2.372 11.581 0.0000
H 4.469 0.672 11.339 0.0000
H 2.473 0.549 12.911 0.0000
```